(1)
{
  "formula": "C24H25N3O3Pd",
  "method": "ωB97M-V/def2-TZVPD",
  "symbols": ["C", "C", "H", "H", "C", "C", "H", "H", "C", "H", "H", "H", "C", "H", "H", "H", "Pd", "O", "C", "O", "C", "O", "N", "C", "C", "H", "H", "H", "H", "C", "C", "H", "H", "H", "C", "C", "N", "C", "C", "C", "C", "C", "C", "C", "C", "C", "N", "C", "H", "H", "H", "H", "H", "H", "H", "H"],
  "xyz": [[-1.065, -2.004, -5.334], [-1.659, -1.130, -6.194], [-1.240, -3.089, -5.456], [-0.173, -1.639, -4.809], [-1.694, 0.290, -5.868], [-1.254, 0.713, -4.650], [-1.152, -0.065, -3.928], [-1.203, 1.774, -4.378], [-2.195, -1.599, -7.525], [-2.048, -2.686, -7.597], [-1.647, -1.134, -8.356], [-3.262, -1.385, -7.657], [-2.248, 1.251, -6.879], [-3.276, 0.969, -7.147], [-1.641, 1.253, -7.795], [-2.256, 2.259, -6.458], [-0.082, 0.175, 2.162], [-0.195, -0.367, 0.092], [0.311, 0.257, -0.873], [-0.069, 2.109, 1.244], [0.904, 2.212, 0.449], [1.802, 3.164, 0.530], [1.131, 1.359, -0.609], [2.833, 2.899, -0.505], [2.289, 1.808, -1.404], [3.752, 2.566, 0.010], [3.014, 3.842, -1.045], [3.018, 0.995, -1.548], [1.966, 2.197, -2.382], [0.050, -0.138, -2.236], [-0.542, -1.361, -2.405], [0.440, 0.570, -2.985], [-1.124, -1.764, -1.570], [-0.394, -1.975, -3.264], [1.744, -3.403, 3.743], [1.204, -2.461, 2.858], [0.615, -1.345, 3.328], [0.604, -1.077, 4.662], [1.111, -2.000, 5.618], [1.693, -3.181, 5.117], [0.985, -1.633, 7.000], [0.403, -0.446, 7.388], [-0.075, 0.508, 6.435], [-0.700, 1.728, 6.731], [-1.105, 2.564, 5.702], [-0.886, 2.200, 4.367], [-0.327, 1.017, 4.065], [0.072, 0.181, 5.057], [2.202, -4.299, 3.328], [1.223, -2.567, 1.774], [2.102, -3.900, 5.827], [1.365, -2.335, 7.745], [0.295, -0.207, 8.449], [-0.864, 1.999, 7.772], [-1.602, 3.508, 5.889], [-1.151, 2.826, 3.517]],
  "mulliken_charge": [-0.94, 1.12, 0.34, 0.73, 0.58, -0.61, -0.03, 0.36, -1.45, 0.41, 0.37, 0.37, -1.37, 0.37, 0.35, 0.40, 0.56, -0.60, 0.47, -0.71, 0.61, -0.33, 0.24, -0.39, -0.42, 0.29, 0.32, 0.34, 0.30, 0.12, -1.04, 0.40, 0.29, 0.32, -0.79, -0.21, -0.62, 0.04, 0.93, -0.54, -0.90, -0.97, 0.90, -0.52, -0.83, -0.18, -0.20, 0.74, 0.38, 0.47, 0.43, 0.39, 0.39, 0.44, 0.40, 0.51],
  "e_homo_ha": [-0.4192, -0.4709],
  "spin_multiplicity": 3,
  "orbital_gap_ha": [0.1541, 0.1195],
  "total_charge": 2,
  "s2": 2.049,
  "lumo_energy_ev": [-7.214, -9.561]
}

---

(2)
{
  "formula": "C24H25N3O4",
  "method": "ωB97M-V/def2-TZVPD",
  "symbols": ["C", "O", "C", "C", "C", "C", "C", "C", "N", "C", "O", "C", "C", "C", "C", "O", "N", "C", "C", "C", "C", "C", "C", "C", "C", "N", "C", "C", "O", "C", "C", "H", "H", "H", "H", "H", "H", "H", "H", "H", "H", "H", "H", "H", "H", "H", "H", "H", "H", "H", "H", "H", "H", "H", "H", "H"],
  "xyz": [[0.409, -1.306, 2.704], [-0.617, -0.367, 2.493], [-1.501, -0.593, 1.474], [-1.428, -1.646, 0.576], [-2.349, -1.710, -0.458], [-3.348, -0.771, -0.614], [-4.201, -0.735, -1.852], [-3.687, 0.397, -2.771], [-2.242, 0.401, -2.795], [-1.553, 1.219, -1.952], [-2.032, 2.269, -1.547], [-0.210, 0.722, -1.601], [0.468, -0.333, -2.178], [1.640, -0.523, -1.433], [2.679, -1.499, -1.632], [2.685, -2.338, -2.517], [3.713, -1.418, -0.705], [4.793, -2.367, -0.883], [3.752, -0.515, 0.341], [4.827, -0.541, 1.237], [4.896, 0.328, 2.303], [3.885, 1.255, 2.512], [2.819, 1.307, 1.643], [2.722, 0.443, 0.546], [1.646, 0.425, -0.404], [0.525, 1.182, -0.529], [0.138, 2.285, 0.311], [-3.448, 0.267, 0.329], [-4.470, 1.141, 0.145], [-4.503, 2.313, 0.922], [-2.526, 0.347, 1.358], [1.063, -1.393, 1.831], [0.003, -2.291, 2.955], [0.988, -0.928, 3.545], [-0.657, -2.396, 0.644], [-2.266, -2.516, -1.174], [-5.243, -0.539, -1.600], [-4.134, -1.693, -2.371], [-4.073, 0.274, -3.786], [-3.999, 1.365, -2.378], [-1.819, -0.487, -3.016], [0.206, -0.903, -3.046], [5.740, -1.853, -1.051], [4.877, -3.033, -0.023], [4.545, -2.957, -1.766], [5.626, -1.251, 1.105], [5.739, 0.281, 2.976], [3.932, 1.933, 3.349], [2.045, 2.028, 1.827], [-0.037, 1.943, 1.332], [-0.782, 2.708, -0.087], [0.912, 3.055, 0.300], [-3.592, 2.901, 0.777], [-5.360, 2.880, 0.562], [-4.638, 2.091, 1.986], [-2.556, 1.141, 2.086]],
  "mulliken_charge": [-0.76, -0.45, -0.03, -0.32, -0.80, 0.58, -1.12, -0.92, -0.14, 0.13, -0.71, 0.73, -1.37, 0.70, 0.28, -0.76, -0.09, -1.45, 0.00, -0.32, -0.89, -1.09, -0.53, 1.48, 0.50, 0.00, -1.36, 0.66, -0.44, -0.92, -0.10, 0.20, 0.40, 0.23, 0.42, 0.38, 0.37, 0.38, 0.36, 0.49, 0.23, 0.63, 0.41, 0.42, 0.37, 0.45, 0.40, 0.42, 0.38, 0.41, 0.24, 0.50, 0.32, 0.27, 0.35, 0.49],
  "e_homo_ha": -0.2912,
  "spin_multiplicity": 1,
  "orbital_gap_ha": 0.3094,
  "relative_energy_ev": 1.487,
  "lumo_energy_ev": 0.495
}

---

(3)
{
  "formula": "C24H25N3O6S",
  "method": "ωB97M-V/def2-TZVPD",
  "symbols": ["C", "O", "C", "C", "C", "C", "N", "N", "C", "O", "C", "C", "C", "C", "N", "C", "S", "O", "O", "C", "C", "C", "C", "C", "C", "C", "C", "C", "C", "O", "C", "C", "O", "C", "H", "H", "H", "H", "H", "H", "H", "H", "H", "H", "H", "H", "H", "H", "H", "H", "H", "H", "H", "H", "H", "H", "H", "H", "H"],
  "xyz": [[-7.654, -2.711, 0.843], [-6.272, -2.436, 0.785], [-5.790, -1.235, 0.365], [-4.405, -1.214, 0.222], [-3.738, -0.071, -0.190], [-2.298, -0.040, -0.351], [-1.610, -1.091, -0.132], [-0.263, -1.133, -0.249], [0.642, -0.166, -0.600], [0.341, 0.963, -0.936], [2.056, -0.626, -0.550], [2.531, -1.561, 0.365], [3.869, -1.904, 0.394], [4.775, -1.325, -0.497], [6.130, -1.631, -0.477], [6.612, -2.726, 0.329], [7.222, -0.357, -0.762], [7.142, 0.057, -2.129], [8.493, -0.798, -0.271], [6.565, 0.927, 0.300], [6.660, 0.740, 1.665], [6.094, 1.676, 2.515], [5.440, 2.779, 1.989], [5.363, 2.961, 0.617], [5.930, 2.029, -0.237], [4.291, -0.405, -1.432], [2.961, -0.053, -1.443], [-4.474, 1.086, -0.451], [-5.848, 1.095, -0.299], [-6.620, 2.208, -0.497], [-5.990, 3.402, -0.891], [-6.534, -0.075, 0.096], [-7.898, -0.095, 0.280], [-8.720, 0.484, -0.714], [-8.125, -2.627, -0.140], [-8.170, -2.058, 1.549], [-7.719, -3.745, 1.184], [-3.852, -2.114, 0.429], [-1.866, 0.909, -0.659], [0.091, -2.061, -0.057], [1.870, -2.003, 1.097], [4.203, -2.622, 1.126], [7.684, -2.793, 0.160], [6.135, -3.653, 0.010], [6.433, -2.570, 1.398], [7.186, -0.122, 2.043], [6.162, 1.545, 3.585], [4.993, 3.504, 2.652], [4.859, 3.825, 0.212], [5.896, 2.147, -1.307], [4.972, 0.013, -2.154], [2.592, 0.669, -2.155], [-3.949, 1.976, -0.757], [-5.271, 3.745, -0.141], [-6.790, 4.136, -0.983], [-5.487, 3.293, -1.857], [-9.694, 0.004, -0.603], [-8.826, 1.561, -0.573], [-8.332, 0.289, -1.717]],
  "mulliken_charge": [-0.72, -0.44, 0.12, -1.15, 0.35, -0.63, -0.90, 0.22, 0.56, -0.65, 0.55, -1.10, -0.65, 0.35, -0.06, -1.24, 1.24, -0.67, -0.72, 0.34, -0.46, -0.64, -0.43, -0.62, -0.16, -0.30, -0.63, -0.70, 0.85, -0.37, -0.96, 1.03, -0.54, -0.75, 0.28, 0.26, 0.28, 0.47, 0.58, 0.32, 0.40, 0.43, 0.35, 0.43, 0.41, 0.41, 0.40, 0.40, 0.42, 0.46, 0.83, 0.44, 0.48, 0.36, 0.23, 0.39, 0.31, 0.24, 0.32],
  "e_homo_ha": -0.2908,
  "spin_multiplicity": 1,
  "orbital_gap_ha": 0.3038,
  "relative_energy_ev": 4.159,
  "lumo_energy_ev": 0.354
}

---

In the order shown, the computed DFT total energy values come out to -39368.207; -37955.389; -52881.646 eV.